{"formula": "C16H50N4O13", "method": "the ωB97M-V functional and the def2-TZVPD basis", "relative_energy_kj_mol": 61.44, "total_charge": 0, "homo_energy_ha": -0.303, "species": ["N", "H", "H", "H", "H", "N", "O", "O", "O", "C", "C", "O", "O", "H", "H", "H", "H", "H", "H", "C", "C", "O", "O", "H", "H", "H", "H", "H", "H", "C", "C", "O", "O", "H", "H", "H", "H", "H", "H", "C", "C", "O", "O", "H", "H", "H", "H", "H", "H", "C", "C", "C", "O", "C", "N", "H", "H", "H", "H", "H", "H", "H", "H", "H", "H", "H", "C", "C", "C", "O", "C", "N", "H", "H", "H", "H", "H", "H", "H", "H", "H", "H", "H"], "xyz": [[1.024, -2.117, -2.687], [1.021, -2.143, -3.708], [1.884, -1.578, -2.560], [1.058, -3.046, -2.286], [0.296, -1.441, -2.416], [-0.076, -0.125, -0.397], [1.058, -0.653, -0.268], [-0.413, 0.213, -1.548], [-0.846, -0.085, 0.575], [-2.650, -2.912, -1.891], [-3.412, -1.601, -1.921], [-4.659, -1.784, -2.597], [-1.375, -2.858, -1.259], [-2.444, -3.294, -2.895], [-3.245, -3.732, -1.480], [-2.756, -0.824, -2.318], [-3.594, -1.357, -0.871], [-5.103, -0.931, -2.594], [-1.454, -3.017, -0.303], [4.640, 0.550, -0.236], [4.562, -0.944, -0.185], [5.568, -1.525, -1.036], [4.537, 1.028, -1.572], [5.554, 0.891, 0.256], [3.814, 1.019, 0.298], [3.635, -1.283, -0.661], [4.579, -1.397, 0.808], [5.292, -2.349, -1.436], [5.386, 1.003, -2.020], [1.812, 1.032, 3.287], [0.376, 1.200, 3.740], [-0.492, 0.204, 3.214], [1.889, 1.507, 1.947], [2.253, 0.044, 3.426], [2.440, 1.693, 3.892], [-0.052, 2.197, 3.608], [0.281, 1.090, 4.827], [-0.745, 0.580, 2.356], [1.978, 0.740, 1.370], [0.762, -3.940, 1.325], [-0.181, -3.279, 2.302], [-1.270, -2.682, 1.530], [2.006, -3.245, 1.135], [0.332, -4.026, 0.327], [0.995, -4.934, 1.709], [0.338, -2.556, 2.932], [-0.629, -4.007, 2.976], [-1.093, -1.734, 1.479], [1.761, -2.325, 0.961], [-3.494, 2.616, 4.328], [-3.818, 1.126, 4.461], [-4.074, 0.458, 3.106], [-4.710, -0.798, 3.336], [-4.795, -1.686, 2.277], [-2.658, 0.515, 5.133], [-3.547, 3.093, 5.303], [-4.284, 3.038, 3.697], [-2.587, 2.815, 3.758], [-4.680, 0.952, 5.105], [-3.169, 0.411, 2.497], [-4.724, 1.134, 2.536], [-4.042, -2.473, 2.156], [-4.714, -1.234, 1.281], [-5.775, -2.163, 2.348], [-1.803, 0.489, 4.577], [-2.891, -0.433, 5.399], [0.064, 3.447, -3.597], [1.335, 2.616, -3.245], [2.477, 3.003, -4.164], [2.178, 2.813, -5.538], [3.159, 3.297, -6.430], [1.715, 2.597, -1.821], [0.319, 4.506, -3.545], [-0.709, 3.226, -2.861], [-0.253, 3.170, -4.599], [1.052, 1.564, -3.384], [3.325, 2.305, -4.097], [2.911, 3.974, -3.904], [2.973, 2.763, -7.362], [4.178, 3.151, -6.066], [3.008, 4.353, -6.673], [2.481, 1.934, -1.751], [0.910, 2.154, -1.395]]}

=====

{"formula": "C7H7NO2", "method": "the ωB97M-V functional and the def2-TZVPD basis", "relative_energy_kj_mol": 338.24, "total_charge": 0, "homo_energy_ha": -0.380, "smiles": "C#C[C@@H]1C[C@]1(C#N)C=O.O", "species": ["O", "C", "C", "C", "C", "C", "C", "C", "N", "H", "H", "H", "H", "H", "O", "H", "H"], "xyz": [[2.413, 0.072, 1.327], [1.506, -0.626, 0.949], [0.117, -0.093, 0.724], [-0.265, 1.189, 1.448], [-0.053, 1.260, -0.021], [1.086, 1.924, -0.611], [2.008, 2.508, -1.137], [-0.900, -1.096, 0.479], [-1.746, -1.884, 0.393], [1.648, -1.702, 0.732], [-1.284, 1.267, 1.820], [0.521, 1.588, 2.089], [-0.953, 1.297, -0.637], [2.825, 3.085, -1.533], [-2.245, -3.206, -2.283], [-2.007, -2.272, -2.329], [-2.669, -3.310, -1.411]]}

=====

{"formula": "C5H9NSi", "method": "the ωB97M-V functional and the def2-TZVPD basis", "relative_energy_kj_mol": 494.27, "total_charge": 0, "homo_energy_ha": [-0.281, -0.286], "species": ["C", "C", "C", "C", "C", "N", "Si", "H", "H", "H", "H", "H", "H", "H", "H", "H"], "xyz": [[0.027, 2.104, -0.052], [1.362, 1.672, -0.162], [-0.944, 1.131, 0.042], [1.773, 0.393, -0.123], [-1.896, -1.134, 0.080], [-0.834, -0.198, -0.083], [1.792, -1.443, 0.063], [-0.140, 3.164, -0.275], [2.002, 2.545, -0.348], [-1.854, 1.663, 0.124], [-2.462, -1.295, -0.793], [-1.235, -2.045, 0.328], [-2.680, -0.982, 0.843], [1.428, -1.770, -1.253], [0.617, -1.863, 0.900], [3.044, -1.943, 0.710]]}

=====

{"formula": "C2Li2O2", "method": "the ωB97M-V functional and the def2-TZVPD basis", "multiplicity": 2, "relative_energy_kj_mol": 30.92, "total_charge": 1, "homo_energy_ha": [-0.370, -0.590], "species": ["O", "C", "C", "O", "Li", "Li"], "xyz": [[-0.628, 0.874, 0.885], [-0.329, 1.285, -0.151], [0.928, -0.170, -1.129], [1.528, -0.250, -2.107], [0.389, -1.335, 0.834], [-1.888, -0.404, 1.669]]}